# 1
I2O4V2 | ωB97M-V with the def2-TZVPD basis set

ORCA input file:
```
! wB97M-V def2-TZVPD RIJCOSX def2/J DEFGRID3
* xyz 0 1
O -1.82181 -0.78076 2.21860
V -1.48442 0.55915 1.27876
O -2.16407 0.40464 -0.28957
O 2.93778 -0.46143 -3.27359
V 2.54182 -2.02096 -3.29085
O 1.39798 -2.29331 -2.31501
I 3.33089 1.46438 2.06793
I -4.73820 3.12830 3.60371
*
```

molar mass: 419.7 g mol⁻¹
HOMO: -7.64 eV
relative energy (zero: lowest compared OMol25 entry of this formula, charge and spin): 9.049 eV

# 2
C3H7NO2 | ωB97M-V with the def2-TZVPD basis set

ORCA input file:
```
! wB97M-V def2-TZVPD RIJCOSX def2/J DEFGRID3
* xyz 0 1
C 1.73686 -0.21488 -0.06490
C 0.53216 0.25249 -0.90274
N -0.70053 0.71400 -0.17630
C -1.42375 -0.27136 0.49290
O -1.43888 -1.44537 0.18445
O -2.27233 0.24527 1.45773
H 2.59640 -0.39941 -0.75591
H 1.44812 -1.10045 0.47757
H 1.94172 0.61411 0.64440
H 0.27960 -0.68317 -1.50598
H 0.80430 1.12496 -1.56039
H -1.17318 1.62286 -0.34416
H -2.33050 -0.45906 2.05333
*
```

molar mass: 89.1 g mol⁻¹
HOMO: -9.73 eV
relative energy (zero: lowest compared OMol25 entry of this formula, charge and spin): 0.801 eV
structure (SMILES): CCNC(=O)O

# 3
C8H8O3 | ωB97M-V with the def2-TZVPD basis set

ORCA input file:
```
! wB97M-V def2-TZVPD RIJCOSX def2/J DEFGRID3
* xyz 0 1
C 2.15260 0.64980 1.16595
O 2.53572 -0.14694 0.11303
C 1.73066 -0.72914 -0.72098
O 2.11902 -1.53116 -1.49282
C 0.22227 -0.59867 -0.45729
C -0.52322 -1.58702 -0.07003
C -1.86845 -1.42114 0.21772
C -2.47143 -0.18725 -0.00281
C -1.76161 0.85810 -0.44285
C -0.35804 0.74458 -0.69344
O 0.45385 1.72938 -1.14984
H 1.21684 0.12549 1.91934
H 1.89944 1.59743 0.94195
H 2.98076 0.81151 1.89127
H -0.11921 -2.65896 0.16018
H -2.44002 -2.20024 0.30223
H -3.50122 0.04953 0.04707
H -2.14005 1.92160 -0.54724
H -0.12790 2.57309 -1.18144
*
```

molar mass: 152.1 g mol⁻¹
HOMO: -8.74 eV
relative energy (zero: lowest compared OMol25 entry of this formula, charge and spin): 2.961 eV
structure (SMILES): COC(=O)c1ccccc1O